A molecular structure, C3H8N2 at a distorted geometry. Source: the Open Molecules 2025 dataset; level of theory: the ωB97M-V functional and the def2-TZVPD basis.

Computed properties:
- Relative energy (zero: lowest compared OMol25 entry of this formula, charge and spin): 159.7 kcal/mol
- M: 72.111 g/mol
- DFT total energy: -6214.920 eV
- Kohn-Sham gap: 9.06 eV

Positions of all 13 atoms, in Å:
C  1.323693  -0.792771  0.012674
C  0.071862  1.353168  0.026427
C  -1.094644  -0.875978  -0.012070
H  2.073726  -0.029022  -0.104694
H  1.499492  -1.691763  -0.691116
H  1.513604  -1.295026  1.110269
H  -1.403459  1.652925  -0.323499
H  1.019615  1.788426  -1.083416
H  0.412741  1.627470  1.384066
H  -0.961394  -1.944154  -0.079558
H  -2.246291  0.704924  0.006858
N  0.073651  -0.155407  -0.250763
N  -2.282602  -0.342795  0.004824

Atoms 1-2, force components in eV/Å:
C 1.0921 -2.8776 1.3116
C -0.5212 -0.5934 -1.4476